{"formula": "C27H81N15O12", "method": "ωB97M-V/def2-TZVPD", "symbols": ["C", "C", "C", "O", "C", "N", "H", "H", "H", "H", "H", "H", "H", "H", "H", "H", "H", "C", "C", "C", "O", "C", "N", "H", "H", "H", "H", "H", "H", "H", "H", "H", "H", "H", "C", "C", "C", "O", "C", "N", "H", "H", "H", "H", "H", "H", "H", "H", "H", "H", "H", "C", "O", "N", "N", "H", "H", "H", "H", "C", "O", "N", "N", "H", "H", "H", "H", "C", "O", "N", "N", "H", "H", "H", "H", "C", "O", "N", "N", "H", "H", "H", "H", "C", "O", "N", "N", "H", "H", "H", "H", "C", "O", "N", "N", "H", "H", "H", "H", "C", "C", "C", "O", "H", "H", "H", "H", "H", "H", "H", "H", "C", "C", "C", "O", "H", "H", "H", "H", "H", "H", "H", "H", "C", "C", "C", "O", "H", "H", "H", "H", "H", "H", "H", "H"], "coordinates": [[-3.7405, 0.1665, -5.1126], [-2.7934, -0.9838, -4.9506], [-1.4350, -0.5048, -4.3852], [-0.8271, 0.3803, -5.3898], [-0.0875, -0.3073, -6.3744], [-3.3041, -2.0293, -4.0294], [-4.5711, -0.2755, -5.6073], [-3.4043, 1.1026, -5.5293], [-4.1912, 0.3247, -4.1306], [-2.5965, -1.4244, -5.9334], [-0.7990, -1.3831, -4.1637], [-1.4687, 0.0815, -3.4662], [-0.6674, -1.0899, -6.9140], [0.7546, -0.8092, -5.8984], [0.2859, 0.4376, -7.0745], [-4.2470, -2.3432, -4.2198], [-3.3655, -1.6465, -3.0822], [3.1034, -3.7841, -0.4758], [2.7882, -2.3540, -0.9057], [4.0606, -1.6988, -1.4857], [5.0058, -1.5544, -0.4172], [6.2766, -0.8637, -0.7941], [1.7931, -2.3199, -2.0121], [3.8336, -3.7728, 0.3581], [3.4537, -4.4981, -1.2351], [2.1638, -4.2498, -0.1131], [2.4310, -1.8241, -0.0148], [3.7556, -0.7508, -1.9134], [4.3701, -2.4161, -2.2586], [5.9107, -0.0596, -1.4094], [6.9011, -1.5649, -1.3525], [6.7362, -0.4104, 0.0590], [1.3609, -1.3977, -2.1469], [1.1401, -3.0519, -1.8514], [-3.3888, 1.7189, -1.1251], [-2.4967, 2.9229, -1.0624], [-2.5687, 3.6972, -2.4025], [-1.9196, 4.9271, -2.2906], [-0.5177, 4.7894, -2.2329], [-2.9262, 3.7772, 0.0170], [-3.5218, 1.3569, -0.1177], [-2.9197, 0.9097, -1.6792], [-4.3999, 1.9221, -1.5109], [-1.4703, 2.5490, -0.9213], [-3.6619, 3.8286, -2.6389], [-2.1732, 2.9832, -3.1120], [-0.1373, 5.8483, -2.2300], [-0.1859, 4.1752, -3.0951], [-0.2529, 4.3035, -1.2688], [-2.4110, 4.6556, 0.0215], [-2.7624, 3.2508, 0.8793], [4.5133, 1.7024, 0.8079], [4.6314, 1.8844, -0.3929], [4.1803, 2.8535, 1.6406], [4.7408, 0.4281, 1.4276], [3.5620, 2.6320, 2.3998], [3.9693, 3.7248, 1.1411], [4.6806, 0.3563, 2.4110], [4.7596, -0.4241, 0.8507], [1.6480, 1.3059, 4.4816], [2.0983, 1.8204, 3.4577], [0.5199, 0.5715, 4.5147], [2.4637, 1.5170, 5.6411], [0.3034, 0.0502, 5.3229], [0.1561, 0.3226, 3.5885], [2.0717, 1.5543, 6.5633], [3.0497, 2.2916, 5.4512], [-3.4261, -1.3768, 3.6116], [-4.0977, -1.9771, 4.4461], [-3.5776, 0.0188, 3.3081], [-2.4655, -2.0568, 2.8558], [-2.7005, 0.5163, 3.2096], [-4.1980, 0.4932, 3.9461], [-1.7886, -1.4696, 2.3666], [-2.1252, -2.9331, 3.1825], [-4.4408, -1.4269, -0.1950], [-3.2481, -1.4370, -0.6056], [-4.8122, -2.2260, 0.8663], [-5.4291, -0.6112, -0.7882], [-5.5553, -1.8078, 1.4389], [-4.0994, -2.6205, 1.4636], [-5.1130, -0.0542, -1.5800], [-6.4004, -0.7453, -0.6111], [-0.0067, 0.0734, 1.0179], [-0.6145, -0.1735, 2.0995], [1.2675, 0.5189, 1.0089], [-0.5753, -0.2331, -0.1335], [1.6024, 0.9808, 1.8345], [1.6141, 0.7959, 0.1083], [-0.3813, 0.3170, -0.9404], [-1.5213, -0.5598, -0.0910], [1.8298, 1.8733, -2.9349], [1.3145, 1.1410, -2.0446], [2.9221, 2.5238, -2.5710], [1.4059, 1.9625, -4.2611], [3.5639, 2.9309, -3.2384], [3.3607, 2.3492, -1.6676], [0.5559, 1.4769, -4.5505], [1.8388, 2.7047, -4.8138], [-1.3262, -5.1855, -1.9949], [-1.2336, -5.4442, -0.4962], [-1.7331, -4.2887, 0.2568], [-1.9520, -6.6544, -0.1180], [-2.3471, -4.8405, -2.1492], [-1.1016, -6.1128, -2.5285], [-0.6273, -4.4183, -2.3364], [-0.1993, -5.6910, -0.1809], [-1.2777, -3.3364, 0.0695], [-1.6350, -4.4664, 1.3260], [-2.7864, -4.1644, -0.0064], [-2.9013, -6.4585, -0.0821], [-0.9582, 4.7985, 3.7229], [0.1320, 5.2925, 2.7305], [0.4459, 4.2963, 1.6753], [-0.3497, 6.5037, 2.0115], [-1.9577, 5.0274, 3.3996], [-0.8580, 5.3096, 4.6900], [-0.8638, 3.7398, 3.9188], [0.9878, 5.5545, 3.3409], [-0.4573, 4.0656, 1.1134], [0.8922, 3.4171, 2.0866], [1.1471, 4.7929, 0.9785], [-0.1946, 7.2459, 2.6191], [2.7035, -2.3868, 2.8360], [2.7152, -2.4151, 4.3669], [1.3362, -2.6931, 4.8965], [3.7054, -3.3141, 4.8085], [2.1005, -1.5854, 2.4393], [2.3975, -3.4139, 2.5208], [3.7251, -2.2186, 2.4537], [3.0002, -1.3837, 4.6931], [1.0257, -3.7791, 4.8775], [0.5719, -2.1581, 4.3484], [1.3124, -2.3442, 5.9460], [3.6013, -3.5898, 5.7219]], "atomic_forces_ev_per_a": [[-0.926, -0.433, 1.207], [1.022, -0.148, 1.149], [0.419, -0.204, -1.310], [-0.449, -0.514, 0.982], [-0.012, -0.608, -0.056], [0.341, 0.422, 0.118], [-0.929, 0.206, -1.173], [0.254, 0.003, -0.344], [0.299, 0.572, 0.299], [0.041, -0.175, 0.197], [-0.039, 0.360, -0.306], [-0.468, 0.084, -0.028], [0.139, 0.602, 0.253], [0.251, -0.094, -0.058], [-0.068, -0.066, -0.084], [-0.025, 0.074, -0.507], [0.275, -0.095, -0.103], [-0.682, -0.555, 0.725], [0.317, -0.010, -0.996], [-0.667, -0.739, 1.011], [1.341, 0.283, -0.274], [-2.298, -1.024, -1.049], [1.216, 0.435, 0.340], [-0.443, -0.036, -0.477], [0.137, 0.677, -0.222], [0.400, 0.204, 0.157], [0.147, 0.169, -0.069], [0.355, 0.472, -0.195], [0.461, 0.444, -0.002], [0.455, 0.490, -0.542], [0.096, 0.173, 0.211], [0.242, -0.281, 0.650], [0.113, -0.638, 0.372], [-0.908, -0.213, -0.035], [-0.226, -0.292, 0.017], [-0.142, 0.426, -0.925], [-1.377, -0.870, 1.635], [-0.401, 0.162, -0.809], [0.054, 0.658, 0.466], [-0.029, -0.106, 0.547], [-0.108, -0.347, 0.406], [-0.096, -0.111, -0.230], [0.360, 0.235, -0.035], [0.085, 0.089, -0.063], [1.081, 0.366, 0.181], [0.559, 0.203, -0.904], [-0.003, -1.236, -0.193], [0.268, 0.433, 0.434], [0.306, 0.199, -0.629], [-0.096, -0.209, 0.148], [-0.093, 0.653, -0.085], [-0.250, 0.185, 1.771], [0.143, -0.517, -0.237], [0.785, -2.080, -1.013], [-0.553, 3.157, -1.439], [-0.214, 0.082, 0.403], [0.149, -1.023, 0.072], [-0.185, 0.032, 0.829], [-0.272, 0.482, 0.025], [1.317, 0.492, 1.432], [-0.381, -0.130, -0.575], [1.150, 1.145, -0.321], [-1.664, -1.032, -0.961], [-0.285, -0.576, 0.671], [-0.440, -0.315, 0.005], [-0.389, -0.198, 0.138], [0.675, 0.628, -0.097], [0.527, -0.482, 0.563], [0.043, 0.907, -0.826], [0.377, -1.470, 0.202], [-0.794, 1.769, -0.097], [0.024, -0.173, -0.342], [-0.066, -0.265, 0.150], [-0.042, -0.119, -0.001], [-0.159, -0.407, 0.511], [1.617, 0.243, -0.481], [-2.361, 0.239, 0.229], [-1.684, 1.182, -0.079], [2.065, -1.050, 0.517], [0.311, -0.503, -0.419], [0.539, 0.217, -0.412], [-0.342, -0.407, 0.500], [-0.303, -0.079, 0.012], [0.380, -0.288, 1.627], [0.564, 0.421, -0.181], [-0.748, -0.114, -0.479], [-0.745, -0.130, -0.959], [0.248, 0.259, 0.394], [0.349, 0.184, -0.377], [0.744, 0.231, -0.706], [-0.570, -0.309, 0.111], [-0.917, -1.936, 0.429], [-0.706, 0.441, -1.439], [1.779, 1.583, -0.437], [0.778, 0.410, 1.565], [-0.361, -0.042, -0.044], [-0.301, -0.224, -0.078], [0.169, 0.263, -0.034], [-0.623, -0.649, 0.165], [0.153, -0.525, 0.451], [1.182, -1.416, -0.318], [-0.979, 0.432, 1.189], [-0.002, 0.642, -0.248], [-0.043, -0.044, -0.599], [-0.258, 0.174, -0.107], [-0.120, 0.048, 0.128], [-0.362, 0.166, -0.345], [0.524, 0.422, -0.482], [-0.197, -0.087, 0.163], [-0.156, 0.152, 0.225], [0.320, 0.039, -0.086], [0.761, 0.720, 0.318], [-1.920, 0.956, 0.358], [0.467, 0.893, -0.993], [0.746, -0.664, 1.234], [-0.401, -0.049, -0.562], [0.087, -0.064, -0.138], [0.047, -0.393, -0.029], [0.505, 0.098, -0.179], [-0.056, -0.203, 0.005], [0.224, -0.669, 0.196], [-0.184, -0.470, 0.142], [-0.226, -0.248, -0.395], [1.157, -1.428, 0.407], [0.045, 1.503, -0.668], [-0.541, -1.050, 1.195], [0.379, -0.487, -0.406], [-0.535, 0.027, -0.055], [-0.026, 0.901, -0.223], [-0.283, -0.166, 0.152], [-0.161, -0.482, -0.006], [0.612, 0.978, -0.055], [-0.074, 0.258, -0.192], [-0.297, -0.324, -0.241], [-0.315, 0.236, 0.077]], "lowdin_charge": [-0.057, -0.423, -0.145, -0.250, -0.114, 0.052, 0.065, 0.081, 0.064, 0.127, 0.127, 0.109, 0.094, 0.087, 0.090, 0.069, 0.043, -0.066, -0.417, -0.181, -0.252, -0.036, 0.063, 0.079, 0.083, 0.069, 0.108, 0.110, 0.129, 0.065, 0.091, 0.073, 0.052, 0.025, -0.092, -0.474, -0.206, -0.188, -0.092, 0.063, 0.070, 0.053, 0.086, 0.115, 0.144, 0.111, 0.112, 0.085, 0.071, 0.072, 0.075, -0.535, -0.015, 0.138, 0.174, 0.018, 0.096, 0.074, 0.050, -0.593, -0.047, 0.206, 0.149, 0.089, 0.055, 0.083, 0.076, -0.620, 0.011, 0.142, 0.141, 0.063, 0.086, 0.042, 0.089, -0.568, -0.052, 0.157, 0.161, 0.110, 0.060, 0.071, 0.090, -0.601, -0.077, 0.219, 0.225, 0.046, 0.075, 0.059, 0.058, -0.627, -0.052, 0.172, 0.174, 0.112, 0.060, 0.066, 0.108, -0.042, -0.501, -0.086, -0.060, 0.077, 0.083, 0.064, 0.138, 0.067, 0.078, 0.076, 0.085, -0.045, -0.440, -0.062, -0.074, 0.069, 0.073, 0.060, 0.127, 0.058, 0.046, 0.094, 0.084, -0.049, -0.522, -0.074, -0.032, 0.051, 0.099, 0.077, 0.127, 0.106, 0.047, 0.081, 0.089], "total_charge": 0, "multiplicity": 1, "smiles": "COC[C@H](C)N.COC[C@H](C)N.COC[C@H](C)N.NC(N)=O.NC(N)=O.NC(N)=O.NC(N)=O.NC(N)=O.NC(N)=O.CC(C)O.CC(C)O.CC(C)O", "lumo_energy_ev": 0.36, "de_lowest_kj_mol": 0.0, "energy_ha": -2801.7555, "gap_ev": 9.26}